Record 1
Here is a structure of composition C23H23GdP2 in a non-equilibrium geometry from OMol25. Energies are from ωB97M-V/def2-TZVPD.

Structure (XYZ):
```
49
Properties=species:S:1:pos:R:3:forces:R:3
C -3.0429 0.2444 -2.8910 0.2 -2.2 0.1
C -2.2475 -0.5367 -3.7416 -0.7 1.0 0.6
C -2.3893 -1.9147 -3.3887 -0.1 0.4 0.3
C -3.2781 -2.0217 -2.2729 -0.7 1.1 0.7
C -3.7201 -0.7404 -1.9093 1.4 -0.5 -1.7
Gd -0.4598 1.5355 1.1242 -1.1 0.5 1.3
P -2.3981 3.8519 1.1852 -0.2 0.5 0.2
H -3.1774 1.3203 -2.9296 0.0 -0.2 0.1
H -1.6214 -0.1616 -4.5518 -0.3 -0.1 0.3
H -1.8920 -2.7448 -3.8885 -0.2 0.2 0.2
H -4.4023 -0.4892 -1.1033 0.1 0.0 -0.2
H -3.5673 -2.9489 -1.7753 0.1 0.3 -0.2
H -3.7366 3.7403 1.6673 0.3 0.1 -0.1
H -2.6782 4.7854 0.1351 0.1 -0.3 0.4
H -1.9604 4.8193 2.1514 -0.3 -0.2 -0.4
C 4.6728 -3.1460 0.2508 -0.2 0.1 -0.1
C 3.4734 -3.7692 0.6153 0.0 0.1 -0.1
C 2.2561 -3.1242 0.4044 0.5 0.4 0.0
C 2.2424 -1.8325 -0.1585 0.1 -0.6 -0.2
C 3.4360 -1.2446 -0.6029 0.0 -0.3 0.4
C 4.6503 -1.8869 -0.3570 -0.1 -0.2 -0.1
P 0.6407 -1.0786 -0.5467 0.1 0.8 -0.1
C -0.1994 -0.9916 1.0815 0.7 -0.1 -0.7
C -1.6090 -0.8231 1.0957 -0.7 -0.3 0.3
C -2.2386 -0.4252 2.2858 -0.1 -0.2 -0.8
C -1.4691 0.0600 3.3527 0.2 0.2 0.7
C -0.0637 -0.0525 3.3307 0.1 -0.5 -0.1
C 0.5602 -0.6573 2.2276 0.1 0.1 0.8
C 1.0939 0.7177 -0.5885 -0.2 -1.7 -0.7
C 1.9258 1.4255 0.3352 0.6 0.1 0.7
C 1.7098 2.7997 0.5295 0.4 -0.1 -0.3
C 0.7359 3.4820 -0.2178 0.4 1.0 1.0
C -0.0086 2.8070 -1.1941 -0.6 -1.0 -1.3
C 0.1716 1.4400 -1.3810 -0.2 1.0 -0.8
H 5.6235 -3.6531 0.4144 -0.2 0.1 0.0
H 3.4847 -4.7673 1.0546 0.0 0.2 -0.1
H 1.3159 -3.6115 0.6729 0.3 0.2 0.0
H 3.4164 -0.2858 -1.1255 0.0 -0.3 0.3
H 5.5795 -1.4025 -0.6583 -0.2 -0.2 0.1
H -2.1788 -1.0052 0.1785 0.1 -0.3 0.5
H -3.3247 -0.5089 2.3743 0.3 0.4 -0.1
H -1.9580 0.4626 4.2404 0.1 -0.2 -0.2
H 0.5499 0.2334 4.1930 -0.4 0.0 -0.3
H 1.6185 -0.9090 2.2616 -0.2 0.2 0.0
H 2.7329 0.9170 0.8729 -0.3 0.3 -0.3
H 2.3093 3.3188 1.2761 -0.1 0.0 -0.2
H 0.5505 4.5395 -0.0492 0.2 -0.1 0.0
H -0.7308 3.3169 -1.8278 0.2 0.1 0.2
H -0.3975 0.9162 -2.1519 0.1 0.1 0.3
```
Positions in Å, forces in eV/Å.

Computed properties:
Multiplicity   8
Gap between HOMO and LUMO (spin up / spin down)   5.26 / 3.32 eV

***

Record 2
Here is a structure of composition C23H23I2IrN6O3S from OMol25. Energies are from ωB97M-V/def2-TZVPD.

Structure (XYZ):
```
59
Properties=species:S:1:pos:R:3:forces:R:3
Ir -0.0293 0.0412 0.2084 -0.2 -0.4 -0.2
C -0.2099 4.3252 -0.9906 0.0 0.0 0.0
C -0.4336 2.9795 -0.3845 -0.1 0.0 0.1
N -0.0149 1.8964 -0.9457 0.0 0.1 0.0
N 0.6528 2.0726 -2.1384 0.0 -0.1 0.1
C 1.1655 1.0362 -2.6967 0.0 0.1 -0.1
N 1.7864 1.1578 -3.8819 0.1 0.0 0.2
S 1.1703 -0.6624 -2.0627 0.0 0.0 0.1
C -1.1805 2.8243 0.9013 0.0 0.0 -0.1
C -1.8162 3.8938 1.5115 0.0 0.0 0.1
C -2.4934 3.6881 2.7074 0.0 0.0 0.0
C -2.5168 2.4225 3.2591 0.0 0.0 0.0
C -1.8655 1.4005 2.5837 0.0 0.0 0.0
N -1.2226 1.5927 1.4396 0.1 0.1 0.1
H 0.7919 4.3722 -1.4104 0.0 0.0 0.0
H -0.3315 5.1276 -0.2720 0.0 0.0 0.0
H -0.9066 4.4827 -1.8177 0.0 0.0 0.0
H 1.9080 2.0814 -4.2666 0.0 0.0 0.0
H 2.3728 0.4158 -4.2186 0.0 0.0 0.0
H -1.7941 4.8774 1.0695 0.0 0.0 0.0
H -2.9902 4.5142 3.1984 0.0 0.0 0.0
H -3.0236 2.2195 4.1923 0.0 0.0 0.0
H -1.8547 0.3906 2.9760 0.0 0.0 0.0
I 4.3684 -4.6203 4.7959 0.0 -0.1 0.0
C 3.4961 -3.1500 3.6368 0.1 0.0 0.1
C 4.0290 -1.9077 3.6187 -0.2 0.0 -0.1
C 3.4091 -0.9145 2.7940 0.2 -0.1 0.0
I 4.0388 1.0334 2.8510 0.0 0.0 0.0
C 2.2011 -1.2758 1.9986 -0.3 0.1 -0.1
O 1.6941 -0.3304 1.2764 0.3 0.0 0.0
C 1.6866 -2.5610 2.0539 0.2 -0.1 0.1
C 0.5682 -2.9750 1.1554 -0.1 0.0 0.0
N -0.6050 -2.0586 1.1934 0.0 0.1 0.0
C -1.7766 -2.6910 0.5851 0.0 0.0 0.0
C -2.6988 -1.7209 -0.1035 0.0 0.0 0.0
C -4.0458 -2.0078 -0.2725 0.0 0.0 0.0
C -4.8336 -1.1368 -1.0051 0.0 0.0 0.0
C -4.2519 -0.0004 -1.5493 0.0 0.0 0.0
C -2.9086 0.2223 -1.3209 0.0 0.0 0.0
N -2.1486 -0.6169 -0.6093 0.0 0.0 0.0
C 2.3148 -3.5393 2.8628 -0.1 0.1 -0.1
H 4.8978 -1.6590 4.2098 0.0 0.0 0.0
H 0.2484 -3.9776 1.4559 0.0 0.0 0.0
H 0.8687 -3.0361 0.1032 0.0 0.0 0.0
H -0.7901 -1.8555 2.1711 0.0 0.0 0.0
H -2.3364 -3.2872 1.3090 0.0 0.0 0.0
H -1.4103 -3.3856 -0.1759 0.0 0.0 0.0
H -4.4623 -2.9063 0.1657 0.0 0.0 0.0
H -5.8866 -1.3409 -1.1508 0.0 0.0 0.0
H -4.8243 0.7019 -2.1390 0.0 0.0 0.0
H -2.4072 1.0923 -1.7272 0.0 0.0 0.0
H 1.9410 -4.5500 2.9180 0.0 0.0 0.0
C -1.6268 -3.0688 -3.3713 0.0 0.0 0.0
O -0.4681 -2.4827 -2.7324 0.0 0.0 0.1
C -0.2851 -1.1933 -2.9845 0.0 -0.1 -0.1
O -0.9495 -0.4918 -3.6837 0.0 0.0 0.0
H -1.7242 -4.0591 -2.9398 0.0 0.0 0.0
H -1.4578 -3.1370 -4.4427 0.0 0.0 0.0
H -2.5077 -2.4619 -3.1730 0.0 0.0 0.0
```
Positions in Å, forces in eV/Å.

Computed properties:
Multiplicity   6
Gap between HOMO and LUMO (spin up / spin down)   2.99 / 6.24 eV
Charge   +1

***

Record 3
Here is an isolated molecule of C23H23N3O4S in a non-equilibrium geometry from OMol25. Energies are from ωB97M-V/def2-TZVPD.

Structure (XYZ):
```
54
Properties=species:S:1:pos:R:3:forces:R:3
C -4.6681 -4.5038 -1.7703 0.0 -0.1 -0.2
H -4.7539 -3.7812 -2.5886 0.0 0.0 0.0
O -4.6852 -3.8700 -0.5155 0.1 0.2 0.3
C -3.6936 -2.9783 -0.2250 0.0 0.1 0.1
C -3.7546 -2.3827 1.0369 -0.1 -0.1 -0.2
C -2.7997 -1.4754 1.4363 0.0 -0.2 -0.1
C -1.7590 -1.1158 0.5765 -0.7 -0.6 -0.2
C -1.7018 -1.7067 -0.6794 0.1 0.3 0.3
C -2.6540 -2.6323 -1.0770 -0.2 -0.3 -0.1
H -2.5702 -3.0669 -2.0607 0.0 -0.1 -0.1
H -0.9209 -1.4411 -1.3736 0.1 0.0 -0.1
N -0.7923 -0.2023 1.0238 0.1 1.2 0.3
S -1.2779 1.2885 1.6510 -0.2 0.0 0.3
O -0.0665 2.0197 1.8925 0.1 0.0 -0.4
O -2.1380 1.0404 2.7710 -0.2 -0.1 -0.3
C -2.2462 2.1340 0.4022 0.3 -0.2 0.5
C -1.7540 3.3094 -0.1280 0.1 0.1 0.1
C -2.4957 3.9823 -1.0832 0.0 0.0 0.1
C -3.7161 3.4711 -1.4949 0.0 0.0 0.0
C -4.2027 2.2954 -0.9469 0.0 -0.1 0.0
C -3.4674 1.6210 0.0144 -0.2 -0.1 0.0
H -3.8327 0.7109 0.4616 -0.1 -0.1 0.0
H -5.1562 1.9021 -1.2661 -0.1 0.0 0.0
H -4.2924 3.9932 -2.2447 0.0 0.0 -0.1
H -2.1222 4.9021 -1.5077 0.0 0.1 0.0
H -0.7986 3.6719 0.2158 0.1 0.1 0.0
C 0.5200 -0.1981 0.4352 0.4 0.2 0.2
H 0.8381 -1.2227 0.2287 -0.1 0.1 0.1
H 1.2061 0.2367 1.1663 0.1 -0.3 -0.2
C 0.6081 0.6417 -0.8254 0.0 -0.2 -0.1
O -0.3407 1.1641 -1.3714 0.2 -0.2 0.0
N 1.8676 0.7880 -1.3188 0.5 0.6 -1.0
N 2.9239 0.2032 -0.7274 0.3 -0.3 0.5
C 4.1180 0.3430 -1.1587 -0.5 0.3 -0.4
C 5.1576 -0.3427 -0.3840 0.4 -0.3 0.4
C 6.4888 0.0708 -0.4166 -0.2 0.0 -0.1
C 7.4464 -0.5893 0.3317 0.1 -0.1 0.1
C 7.0953 -1.6716 1.1202 0.1 0.0 0.0
C 5.7731 -2.0854 1.1675 0.0 0.0 0.0
C 4.8133 -1.4272 0.4258 0.1 0.1 -0.1
H 3.7818 -1.7396 0.4548 -0.1 -0.1 0.0
H 5.4923 -2.9256 1.7852 0.0 -0.1 0.0
H 7.8473 -2.1877 1.6980 0.1 0.0 0.0
H 8.4730 -0.2549 0.2997 0.1 0.0 0.0
H 6.7819 0.9261 -1.0062 0.0 0.1 -0.1
C 4.5104 1.1458 -2.3708 -0.2 0.0 0.1
H 5.4511 0.7876 -2.7773 0.0 0.0 0.0
H 4.6188 2.1988 -2.1086 0.0 0.1 -0.1
H 3.7536 1.0631 -3.1508 0.0 0.0 -0.1
H 1.9738 1.3940 -2.1335 -0.1 -0.2 0.2
H -2.8507 -1.0187 2.4107 0.0 -0.1 0.1
H -4.5624 -2.6602 1.6953 -0.1 0.0 0.1
H -3.7606 -5.1012 -1.9077 0.0 0.0 0.0
H -5.5357 -5.1619 -1.7802 0.1 0.0 -0.1
```
Positions in Å, forces in eV/Å.

Computed properties:
Gap between HOMO and LUMO   8.40 eV
SMILES   COc1ccc(N(CC(=O)N/N=C(\C)c2ccccc2)S(=O)(=O)c2ccccc2)cc1

***

Record 4
Here is an isolated molecule of C23H23N3O7S from OMol25. Energies are from ωB97M-V/def2-TZVPD.

Structure (XYZ):
```
57
Properties=species:S:1:pos:R:3:forces:R:3
C -5.5270 0.3325 -4.0831 -0.4 0.1 -0.1
H -5.7274 1.3560 -4.4070 0.0 -0.1 0.0
H -6.3925 -0.0347 -3.5277 0.1 0.0 -0.1
H -5.3205 -0.3066 -4.9374 0.0 0.0 0.1
O -4.3648 0.2913 -3.2692 0.4 -0.1 0.1
C -4.4094 1.0093 -2.1446 -0.2 0.1 0.1
O -5.3634 1.6678 -1.8107 0.1 -0.1 0.0
C -3.1531 0.9055 -1.3511 0.3 0.0 0.2
C -3.0842 1.5943 -0.1468 0.0 0.0 -0.1
C -1.9265 1.5179 0.6182 -0.1 -0.2 -0.3
C -0.8468 0.7583 0.1779 -0.2 0.1 0.0
C -0.9203 0.0673 -1.0285 -0.4 0.2 0.0
C -2.0795 0.1420 -1.7960 -0.2 0.0 -0.1
H -2.1483 -0.3887 -2.7307 0.0 0.0 0.0
N 0.1846 -0.6988 -1.4112 0.3 0.1 0.3
C 0.3349 -1.4329 -2.5395 0.5 0.1 0.2
O -0.4567 -1.5041 -3.4500 -0.2 -0.1 -0.3
C 1.6345 -2.2516 -2.6325 0.2 -0.1 0.2
C 1.2768 -3.7184 -2.8438 -0.2 -0.1 -0.3
C 0.4567 -4.2475 -1.6881 0.2 0.1 -0.2
O -0.4805 -4.9940 -1.8108 -0.2 -0.2 -0.1
N 0.8368 -3.8185 -0.4374 -0.6 -0.3 0.3
C 1.9753 -3.1602 -0.0242 0.7 0.5 -0.5
N 2.3684 -3.3123 1.1552 -0.5 -0.5 0.2
C 3.5287 -2.6431 1.6832 0.2 0.2 0.1
C 3.3908 -1.1405 1.7031 0.1 0.0 0.1
C 2.3253 -0.5461 2.3637 0.2 -0.1 -0.1
C 2.1860 0.8307 2.4133 -0.1 0.3 0.1
C 3.1249 1.6428 1.7828 0.1 -0.1 -0.1
C 4.1892 1.0479 1.1026 -0.1 0.2 0.0
C 4.3186 -0.3237 1.0671 -0.1 0.1 0.2
H 5.1517 -0.7666 0.5414 0.1 -0.1 -0.1
H 4.9076 1.6872 0.6145 0.1 0.1 -0.1
O 3.0960 3.0009 1.7669 0.3 -0.2 -0.2
C 2.1252 3.6615 2.5484 -0.3 0.1 0.1
H 2.2888 4.7248 2.3806 0.0 -0.1 0.1
H 2.2554 3.4362 3.6115 0.0 0.0 0.0
H 1.1091 3.3941 2.2495 0.1 0.0 0.0
H 1.3473 1.2570 2.9393 -0.1 0.1 0.0
H 1.5921 -1.1714 2.8530 -0.1 0.0 0.1
H 3.6523 -3.0228 2.7020 0.2 0.1 -0.1
H 4.4135 -2.9164 1.0958 0.1 0.0 0.1
S 2.7809 -2.0892 -1.2291 -0.1 -0.2 0.1
H 0.3335 -4.2601 0.3266 0.1 0.0 -0.1
H 0.6848 -3.8306 -3.7540 0.0 0.0 0.2
H 2.1842 -4.3211 -2.9393 0.0 0.1 0.0
H 2.1941 -1.8790 -3.4957 -0.1 0.0 0.1
H 0.9674 -0.6830 -0.7631 -0.1 -0.1 -0.2
H 0.0454 0.7111 0.7873 0.1 0.0 0.1
C -1.8086 2.2365 1.9116 0.2 0.0 0.1
O -0.8075 2.2510 2.5904 -0.1 0.0 0.0
O -2.9293 2.8733 2.2524 -0.2 -0.1 -0.3
C -2.8969 3.5863 3.4797 0.2 0.1 0.4
H -2.1556 4.3871 3.4343 -0.1 -0.1 0.0
H -3.8936 3.9964 3.6180 0.0 0.0 0.0
H -2.6391 2.9156 4.3020 0.0 0.1 -0.1
H -3.9290 2.1793 0.1793 0.0 0.0 0.0
```
Positions in Å, forces in eV/Å.

Computed properties:
Gap between HOMO and LUMO   8.51 eV
SMILES   COC(=O)c1cc(NC(=O)[C@@H]2CC(=O)N/C(=N/Cc3ccc(OC)cc3)S2)cc(C(=O)OC)c1